{
  "formula": "C8H18N2O2",
  "method": "wB97M-V/def2-TZVPD",
  "species": ["C", "C", "C", "C", "N", "O", "N", "O", "H", "H", "H", "H", "H", "H", "H", "H", "H", "H", "C", "C", "C", "C", "H", "H", "H", "H", "H", "H", "H", "H"],
  "positions_angstrom": [[-1.651587, -2.388571, -1.849419], [-1.736088, -1.456836, -0.644910], [-2.544149, -2.123267, 0.469801], [-2.331945, -0.112368, -1.066342], [-0.337048, -1.210906, -0.151201], [0.593063, -1.703270, -0.795088], [-0.049287, -0.544207, 0.866971], [-1.096275, 0.023834, 1.577655], [-1.343002, -3.385837, -1.546135], [-2.626603, -2.448516, -2.327804], [-0.927022, -2.017963, -2.570726], [-1.974719, -2.935914, 0.916355], [-3.456704, -2.536222, 0.047893], [-2.812750, -1.415318, 1.248286], [-1.832688, 0.258207, -1.959502], [-3.390110, -0.242088, -1.283993], [-2.235290, 0.630440, -0.278715], [-0.647193, 0.538365, 2.261458], [1.383125, 2.924221, 0.368923], [2.373425, 2.067195, 0.562424], [2.967897, 1.815847, 1.913144], [2.977077, 1.267298, -0.554487], [0.957276, 3.090243, -0.605968], [0.960485, 3.501278, 1.175364], [4.053669, 1.901493, 1.868070], [2.730018, 0.795676, 2.219972], [2.589764, 2.511100, 2.656945], [3.530282, 0.421634, -0.157769], [2.212692, 0.889781, -1.226512], [3.663688, 1.884671, -1.134688]],
  "forces_ev_per_a": [[0.3, 0.1, 0.1], [-0.9, -0.1, -0.3], [0.0, 0.2, 0.1], [0.1, 0.1, 0.1], [-0.9, 0.4, 0.5], [0.8, -0.4, -0.5], [1.4, 0.6, 1.0], [-0.7, -0.3, -0.5], [0.0, -0.1, 0.0], [-0.1, 0.0, 0.1], [-0.1, 0.0, 0.0], [0.0, -0.1, 0.0], [-0.1, 0.0, -0.1], [0.0, -0.1, 0.0], [0.0, 0.0, -0.1], [0.0, -0.1, -0.1], [-0.1, 0.0, 0.0], [0.2, -0.2, -0.3], [-0.1, 0.1, 0.0], [0.0, -0.1, 0.1], [-0.1, 0.0, -0.1], [-0.1, 0.1, -0.1], [-0.1, 0.0, -0.3], [0.0, 0.1, 0.2], [0.1, 0.0, 0.1], [0.1, -0.1, 0.1], [0.0, 0.1, 0.1], [0.1, -0.2, -0.1], [-0.1, -0.1, -0.1], [0.1, 0.0, 0.0]],
  "lowdin_charge": [-0.05, -0.51, -0.03, -0.02, -0.27, -0.02, 0.08, -0.05, 0.09, 0.09, 0.08, 0.10, 0.09, 0.07, 0.09, 0.09, 0.07, 0.11, 0.01, -0.44, -0.08, -0.07, 0.06, 0.05, 0.08, 0.08, 0.07, 0.07, 0.07, 0.08],
  "relative_energy_kcal_mol": 52.3,
  "orbital_gap_ev": 9.61,
  "lumo_ha": 0.024,
  "total_charge": 0
}


{
  "formula": "C16H18BLiO14",
  "method": "wB97M-V/def2-TZVPD",
  "species": ["Li", "O", "C", "O", "B", "O", "C", "O", "O", "C", "O", "C", "O", "O", "O", "C", "O", "C", "C", "C", "H", "H", "H", "H", "H", "H", "O", "C", "O", "C", "C", "C", "H", "H", "H", "H", "H", "H", "O", "C", "O", "C", "C", "C", "H", "H", "H", "H", "H", "H"],
  "positions_angstrom": [[-0.435394, 0.238592, -0.500108], [1.959104, -7.756195, -1.267400], [1.065951, -6.974778, -1.171519], [1.157943, -5.677810, -0.898353], [-0.184176, -5.103530, -0.713602], [-1.115860, -6.160337, -1.107082], [-0.448009, -7.280139, -1.365908], [-0.913224, -8.326063, -1.697163], [-0.304342, -3.858647, -1.509510], [-0.359337, -2.844706, -0.703466], [-0.363570, -1.675852, -1.001199], [-0.453946, -3.374745, 0.749830], [-0.433732, -4.686040, 0.679185], [-0.561595, -2.688402, 1.724767], [0.307765, 0.995662, -2.217972], [0.381978, 1.479975, -3.310431], [-0.697104, 1.680850, -4.076995], [-0.327677, 1.899735, -5.455497], [1.223103, 1.832290, -5.511876], [1.625709, 1.965432, -4.032879], [-0.701435, 2.861725, -5.798848], [-0.775447, 1.099449, -6.036622], [1.643344, 2.663967, -6.073951], [1.521402, 0.907360, -5.996312], [1.738189, 3.012204, -3.760456], [2.450642, 1.320786, -3.747953], [-2.315800, 0.556766, 0.439780], [-2.440004, 0.693414, 1.629981], [-2.370467, 1.896995, 2.208163], [-2.340876, 1.771547, 3.652824], [-2.161189, 0.285458, 3.943043], [-2.666020, -0.377420, 2.671381], [-3.255364, 2.199553, 4.060884], [-1.492802, 2.367791, 3.984916], [-2.685557, -0.035831, 4.843405], [-1.111914, 0.045905, 4.119443], [-3.737396, -0.590704, 2.691420], [-2.133017, -1.278528, 2.381684], [0.404061, 1.391500, 0.900785], [1.042335, 2.095529, 1.633081], [1.144322, 1.841669, 2.939834], [1.850394, 2.879665, 3.643884], [2.361201, 3.869111, 2.595291], [1.844112, 3.311911, 1.254603], [2.644842, 2.440378, 4.241538], [1.112517, 3.301202, 4.326485], [3.445938, 3.920100, 2.547361], [1.989715, 4.874891, 2.770083], [2.646987, 2.965760, 0.606936], [1.223698, 4.022543, 0.714519]],
  "forces_ev_per_a": [[-0.2, -0.1, -0.1], [0.2, 0.0, 0.0], [-0.4, 0.0, -0.1], [0.1, 0.2, 0.3], [0.1, -1.0, -0.3], [-0.1, 0.4, 0.0], [0.3, -0.1, 0.0], [-0.1, 0.0, 0.0], [0.0, 0.3, -0.2], [-0.1, -0.1, 0.4], [0.1, 0.5, -0.2], [-0.1, -0.3, -0.3], [0.2, 0.4, 0.3], [0.0, 0.2, 0.2], [-0.1, 0.0, 0.7], [0.0, 0.3, -0.5], [0.0, -0.2, -0.1], [0.6, 0.0, -0.1], [-0.4, 0.6, 0.2], [-0.7, -1.0, -0.4], [-0.2, 0.0, 0.2], [-0.1, 0.1, 0.0], [-0.1, -0.1, -0.2], [0.3, -0.1, 0.3], [0.4, 0.0, 0.1], [0.3, 0.4, 0.1], [0.1, 0.0, -0.3], [0.0, -0.3, 0.1], [0.1, 0.2, 0.3], [0.2, 0.2, -0.1], [0.0, -0.2, 0.4], [0.1, 0.1, -0.2], [-0.1, -0.1, -0.1], [-0.1, 0.0, 0.1], [-0.1, 0.1, -0.1], [0.0, 0.1, -0.2], [0.0, 0.0, 0.0], [0.0, 0.0, 0.0], [-0.1, -0.3, -0.2], [0.1, 0.1, 0.0], [0.0, -0.2, 0.0], [-0.2, 0.1, 0.2], [0.1, 0.1, -0.6], [0.0, 0.1, 0.5], [0.0, -0.2, -0.1], [0.2, 0.2, 0.0], [0.0, 0.0, 0.3], [0.0, 0.0, 0.1], [0.0, 0.1, -0.1], [0.0, -0.1, -0.1]],
  "lowdin_charge": [0.70, 0.16, -0.39, 0.23, -0.87, 0.23, -0.38, 0.16, 0.27, -0.37, 0.06, -0.38, 0.26, 0.14, 0.07, -0.47, 0.05, -0.12, -0.13, -0.05, 0.12, 0.12, 0.11, 0.11, 0.13, 0.13, 0.06, -0.49, 0.04, -0.13, -0.13, -0.05, 0.13, 0.11, 0.12, 0.12, 0.14, 0.10, 0.06, -0.46, 0.04, -0.12, -0.13, -0.05, 0.13, 0.12, 0.11, 0.11, 0.13, 0.13],
  "orbital_gap_ev": 8.71,
  "lumo_ha": -0.007,
  "total_charge": 0
}


{
  "formula": "C5H11NO",
  "method": "wB97M-V/def2-TZVPD",
  "species": ["C", "C", "C", "C", "N", "C", "O", "H", "H", "H", "H", "H", "H", "H", "H", "H", "H", "H"],
  "positions_angstrom": [[-1.156192, -2.080627, 0.241747], [0.227571, -1.257546, 0.099099], [0.671001, -0.802836, 1.532022], [0.018079, 0.071885, -0.747351], [-1.239474, 0.635225, -0.646361], [1.003209, 1.309797, -0.471345], [0.695386, 2.519672, -0.353575], [-1.780716, -1.491300, 0.965645], [-1.046315, -3.098885, 0.720450], [-1.572064, -2.196793, -0.720654], [1.004988, -1.795008, -0.371389], [0.061998, 0.065633, 1.901268], [0.681344, -1.747685, 2.251386], [1.745131, -0.410698, 1.384171], [0.291307, -0.216771, -1.794200], [-1.025398, 1.626769, -0.674691], [-1.809507, 0.245882, 0.111910], [1.980456, 0.970864, -0.345798]],
  "forces_ev_per_a": [[2.0, 0.6, 1.7], [-2.0, 1.7, 2.0], [1.5, -1.1, -0.1], [1.9, -0.1, -0.3], [-2.0, 0.0, -0.2], [-2.0, 1.5, 0.6], [0.5, -4.1, -0.6], [0.2, -0.6, -0.9], [0.3, 1.1, -0.6], [-0.9, -0.1, -0.9], [0.7, -0.9, -0.4], [0.3, -1.1, -0.1], [0.0, 2.3, -1.2], [-1.5, -0.7, 0.8], [-0.2, 0.2, 0.2], [-1.5, 0.3, 0.7], [0.4, 1.0, -0.5], [2.4, -0.1, 0.0]],
  "lowdin_charge": [-0.06, -0.33, -0.10, -0.38, 0.04, -0.15, 0.02, 0.08, 0.09, 0.05, 0.10, 0.09, 0.11, 0.08, 0.14, 0.06, 0.08, 0.09],
  "relative_energy_kcal_mol": 56.7,
  "orbital_gap_ev": 9.70,
  "lumo_ha": 0.031,
  "total_charge": 0
}


{
  "formula": "C4H5NO2S",
  "method": "wB97M-V/def2-TZVPD",
  "species": ["N", "C", "S", "C", "C", "C", "O", "O", "H", "H", "H", "H", "H"],
  "positions_angstrom": [[-1.323118, 1.354016, 0.263703], [-1.706172, 0.088348, 0.075650], [-3.337098, -0.284076, -0.260396], [-0.714209, -0.996705, 0.045412], [0.564714, -1.019782, 0.297842], [1.588991, 0.009680, -0.010504], [1.627765, 1.275832, -0.303278], [2.784217, -0.661859, -0.185826], [-0.277101, 1.784932, -0.074033], [-2.067244, 2.104433, 0.419414], [-1.361995, -1.764762, -0.036641], [0.980636, -2.062994, 0.095743], [3.240615, 0.172937, -0.327092]],
  "forces_ev_per_a": [[2.3, 3.5, -0.5], [-1.4, 1.7, -1.2], [1.5, 0.0, 0.7], [-1.6, 3.3, 0.9], [2.1, -1.7, -2.0], [1.3, 2.6, -1.4], [-1.3, -4.9, 1.7], [-1.8, 1.6, 0.7], [-3.3, -2.1, 1.5], [1.4, -1.8, -0.6], [-0.8, -3.7, -0.3], [-0.1, 1.6, 1.0], [1.7, 0.0, -0.5]],
  "lowdin_charge": [0.04, -0.85, 0.61, -0.11, 0.01, -0.38, -0.01, 0.08, 0.18, 0.12, 0.03, 0.15, 0.11],
  "relative_energy_kcal_mol": 64.7,
  "orbital_gap_ev": 7.36,
  "lumo_ha": -0.049,
  "total_charge": 0
}